Here is a structure of composition C31H80AlBIN2O13P2 from the OMol25 dataset. Energies are from ωB97M-V/def2-TZVPD.

Values from the calculation:
2S+1: 1
Total charge: -1

Last column: Löwdin charge in e.
Atoms and positions in Å:
C 4.020 0.122 2.574  -0.0539
C 4.715 -0.726 1.507  -0.2207
O 4.644 -2.122 1.800  0.0727
B 3.386 -2.667 1.756  -0.5750
O 2.881 -3.196 2.950  0.1386
C 2.547 -2.667 0.397  -0.2305
O 3.472 -2.818 -0.682  -0.1559
Al 2.924 -4.114 -1.737  -0.0557
C 2.875 -3.917 -3.709  -0.2171
C 3.621 -2.690 -4.285  -0.2674
C 4.792 -2.187 -3.430  -0.3110
N 5.657 -3.256 -2.926  0.0072
P 4.071 -6.214 -1.268  0.3454
O 4.631 -6.039 0.323  -0.5343
I 2.114 -7.693 -0.921  0.2813
O 1.322 -4.314 -0.969  -0.2303
C 1.495 -3.815 0.327  -0.4370
P -0.152 -3.283 0.923  0.5338
N -1.030 -2.395 0.017  -0.1559
O 0.045 -2.560 2.350  -0.1489
O -0.844 -4.692 1.354  -0.1655
H 3.100 0.579 2.206  0.0763
H 3.808 -0.471 3.464  0.0816
H 4.673 0.942 2.884  0.0681
H 5.773 -0.476 1.431  0.1171
H 4.274 -0.544 0.522  0.1157
H 2.757 -4.153 2.903  0.0977
H 1.993 -1.725 0.241  0.1432
H 1.817 -3.832 -3.985  0.0369
H 3.226 -4.832 -4.200  0.0527
H 2.919 -1.860 -4.410  0.0958
H 3.999 -2.915 -5.290  0.0938
H 5.391 -1.500 -4.042  0.0910
H 4.407 -1.600 -2.593  0.0916
H 5.713 -3.249 -1.916  0.0539
H 5.361 -4.174 -3.232  0.0300
H 4.126 -6.603 0.920  -0.0215
H 1.822 -4.644 0.996  0.1064
H -0.591 -2.250 -0.885  -0.0225
H 0.357 -3.165 3.034  0.0663
H -0.217 -5.425 1.297  0.0591
C 3.134 6.014 0.511  -0.0828
C 2.582 4.599 0.474  -0.2779
O 3.036 3.775 1.531  -0.1634
C 2.720 4.207 2.844  -0.2796
C 1.227 4.297 3.101  -0.0749
H 4.226 5.996 0.503  0.0793
H 2.786 6.576 -0.356  0.0777
H 2.814 6.554 1.404  0.0579
H 2.915 4.095 -0.434  0.1197
H 1.487 4.620 0.441  0.1085
H 3.226 5.154 3.071  0.0995
H 3.148 3.448 3.501  0.1126
H 0.741 5.036 2.464  0.0661
H 1.028 4.570 4.138  0.0778
H 0.757 3.334 2.900  0.0746
C -2.865 2.012 0.328  -0.0710
C -2.169 2.056 1.675  -0.2651
O -1.978 3.370 2.186  -0.1768
C -3.155 4.122 2.404  -0.2837
C -4.116 3.494 3.400  -0.0793
H -2.308 2.594 -0.409  0.0810
H -2.925 0.981 -0.021  0.0803
H -3.881 2.412 0.375  0.0516
H -1.165 1.641 1.583  0.1190
H -2.701 1.434 2.402  0.1095
H -3.671 4.318 1.457  0.1062
H -2.809 5.085 2.784  0.1149
H -4.494 2.533 3.051  0.0646
H -4.975 4.150 3.550  0.0718
H -3.624 3.340 4.362  0.0786
C -7.905 1.560 -1.387  -0.0786
C -7.202 1.607 -0.042  -0.2762
O -7.005 2.919 0.463  -0.1702
C -8.173 3.685 0.684  -0.2861
C -9.141 3.073 1.682  -0.0806
H -7.351 2.139 -2.127  0.0819
H -7.971 0.528 -1.732  0.0779
H -8.920 1.958 -1.337  0.0636
H -6.200 1.192 -0.140  0.1133
H -7.735 0.989 0.690  0.1087
H -8.686 3.894 -0.263  0.1060
H -7.809 4.640 1.064  0.1166
H -9.542 2.120 1.334  0.0652
H -9.983 3.748 1.842  0.0746
H -8.646 2.903 2.639  0.0799
C 3.964 12.353 2.513  -0.0824
C 3.142 11.087 2.340  -0.2851
O 3.679 10.168 1.407  -0.1613
C 4.975 9.671 1.696  -0.2805
C 5.072 8.927 3.016  -0.0750
H 4.091 12.861 1.556  0.0799
H 3.457 13.030 3.202  0.0749
H 4.955 12.147 2.921  0.0646
H 2.158 11.338 1.944  0.1178
H 2.981 10.604 3.311  0.1071
H 5.715 10.478 1.652  0.1061
H 5.202 8.988 0.877  0.1157
H 4.862 9.572 3.871  0.0658
H 6.077 8.522 3.145  0.0785
H 4.360 8.100 3.035  0.0701
C -3.414 -6.602 1.017  -0.0772
C -2.306 -7.640 1.022  -0.2763
O -1.780 -7.924 2.311  -0.1626
C -2.699 -8.421 3.260  -0.2896
C -3.363 -9.729 2.861  -0.0844
H -3.065 -5.670 1.457  0.0640
H -3.720 -6.401 -0.011  0.0817
H -4.294 -6.942 1.567  0.0634
H -1.455 -7.274 0.448  0.1007
H -2.642 -8.561 0.532  0.1071
H -3.460 -7.668 3.496  0.1073
H -2.109 -8.571 4.166  0.1158
H -3.976 -9.620 1.966  0.0638
H -4.011 -10.075 3.668  0.0722
H -2.611 -10.495 2.666  0.0791
C -0.831 -4.845 -9.199  -0.0855
C 0.189 -5.185 -8.124  -0.2878
O 0.657 -4.070 -7.393  -0.1587
C -0.325 -3.335 -6.680  -0.2800
C -1.082 -4.149 -5.646  -0.0732
H -0.420 -4.115 -9.899  0.0778
H -1.098 -5.746 -9.753  0.0725
H -1.748 -4.431 -8.777  0.0633
H 1.083 -5.608 -8.585  0.1172
H -0.213 -5.951 -7.450  0.1079
H -1.018 -2.851 -7.380  0.1041
H 0.228 -2.540 -6.180  0.1157
H -1.658 -4.958 -6.100  0.0641
H -1.777 -3.511 -5.100  0.0793
H -0.384 -4.590 -4.934  0.0760

Cartesian forces (eV/Å) of the 3 atoms listed first:
0.3 0.3 0.1
0.1 -0.1 -0.5
-0.6 0.4 0.6

Here is a cluster of 11 separate species, C31H84O11 in total from the OMol25 dataset. Energies are from ωB97M-V/def2-TZVPD.

Values from the calculation:
2S+1: 1
SMILES string: CC(C)O.CC(C)O.CC(C)O.CC(C)O.CC(C)O.CC(C)O.CC(C)O.CC(C)O.CC(C)O.CCO.CCO
Energy relative to the best compared isomer or geometry (same formula, charge and spin) in kcal per mole: 19.79

Last column: Löwdin charge in e.
Atoms and positions in Å:
C -28.290 9.319 12.260  -0.0541
C -26.966 9.000 12.895  -0.4280
C -26.035 10.191 12.952  -0.0526
O -27.190 8.578 14.316  -0.0862
H -29.027 8.595 12.616  0.0831
H -28.239 9.261 11.175  0.0809
H -28.635 10.308 12.559  0.0843
H -26.457 8.136 12.459  0.1183
H -25.874 10.587 11.935  0.0851
H -25.075 9.906 13.364  0.0580
H -26.444 11.005 13.551  0.0825
H -26.957 7.648 14.383  0.0793
C -19.530 6.367 16.147  -0.0512
C -19.378 5.782 17.561  -0.4383
C -20.204 6.643 18.499  -0.0573
O -19.922 4.424 17.606  -0.0670
H -19.075 5.743 15.367  0.0870
H -19.229 7.408 16.038  0.0623
H -20.606 6.327 15.913  0.0563
H -18.323 5.862 17.870  0.1389
H -21.236 6.624 18.125  0.0782
H -19.887 7.682 18.481  0.0672
H -20.226 6.247 19.513  0.0894
H -19.332 3.864 17.079  0.0992
C -26.947 9.802 18.731  -0.0469
C -25.731 9.277 17.964  -0.4599
C -25.559 7.774 18.018  -0.0441
O -25.886 9.674 16.573  -0.1009
H -26.917 9.519 19.792  0.0853
H -27.865 9.438 18.264  0.0827
H -26.964 10.891 18.739  0.0714
H -24.878 9.832 18.362  0.1067
H -26.510 7.258 17.839  0.0878
H -25.167 7.338 18.946  0.0871
H -24.784 7.507 17.293  0.0544
H -26.662 9.209 16.209  0.0666
C -23.573 4.447 15.760  -0.0553
C -23.535 3.622 17.017  -0.4662
C -22.728 2.343 16.820  -0.0615
O -22.909 4.388 18.077  -0.0815
H -24.183 5.335 15.901  0.0674
H -24.087 3.817 15.013  0.0814
H -22.587 4.664 15.359  0.0697
H -24.516 3.368 17.415  0.1377
H -22.415 2.016 17.817  0.0836
H -21.790 2.562 16.297  0.0725
H -23.233 1.500 16.351  0.0768
H -21.948 4.437 17.917  0.0395
C -18.992 7.992 9.442  -0.0703
C -17.664 8.690 9.186  -0.5042
C -17.774 9.579 7.984  -0.0779
O -17.197 9.452 10.295  -0.0722
H -19.810 8.678 9.709  0.0685
H -18.999 7.258 10.252  0.0787
H -19.346 7.504 8.520  0.0814
H -16.926 7.901 8.989  0.1328
H -16.906 10.241 7.906  0.0790
H -18.603 10.300 8.105  0.0830
H -17.963 9.066 7.042  0.0757
H -17.873 9.515 11.025  0.0551
C -19.135 10.329 14.639  -0.0605
C -18.255 9.869 13.507  -0.4761
C -17.544 8.626 13.841  -0.0570
O -19.100 9.659 12.366  -0.0906
H -19.892 11.039 14.325  0.0905
H -18.529 10.813 15.419  0.0848
H -19.579 9.483 15.168  0.0506
H -17.575 10.645 13.172  0.1458
H -18.208 7.759 13.899  0.0765
H -17.061 8.769 14.814  0.0935
H -16.790 8.353 13.102  0.0853
H -19.837 9.054 12.564  0.0578
C -25.429 3.253 10.449  -0.0648
C -25.429 3.748 11.848  -0.4997
C -25.310 5.255 11.929  -0.0711
O -26.611 3.370 12.600  -0.0610
H -25.564 2.168 10.397  0.0831
H -24.499 3.512 9.952  0.0856
H -26.286 3.676 9.917  0.0918
H -24.603 3.332 12.446  0.1310
H -25.193 5.611 12.962  0.0632
H -26.080 5.860 11.449  0.0776
H -24.334 5.576 11.529  0.0791
H -26.903 2.488 12.346  0.0803
C -25.643 13.234 16.435  -0.0467
C -24.191 12.876 16.167  -0.4704
C -23.218 13.992 16.418  -0.0626
O -23.780 11.765 16.986  -0.0863
H -25.921 13.379 17.472  0.0817
H -26.245 12.391 16.081  0.0632
H -25.920 14.082 15.796  0.0830
H -24.069 12.528 15.131  0.1361
H -22.198 13.814 16.080  0.0827
H -23.235 14.371 17.439  0.0869
H -23.513 14.844 15.784  0.0850
H -24.256 10.952 16.736  0.0567
C -21.945 10.404 19.628  -0.0518
C -20.968 11.360 18.972  -0.4671
C -20.459 10.823 17.658  -0.0769
O -21.569 12.644 18.739  -0.0621
H -22.277 10.759 20.613  0.0852
H -21.566 9.384 19.730  0.0731
H -22.897 10.306 19.089  0.0542
H -20.121 11.475 19.654  0.1353
H -20.105 11.634 17.003  0.0748
H -21.286 10.501 17.004  0.0695
H -19.664 10.075 17.691  0.0698
H -22.479 12.500 18.442  0.0443
C -22.594 8.404 14.954  -0.0611
C -22.308 7.426 13.815  -0.2588
O -21.430 8.048 12.858  -0.1206
H -23.249 7.924 15.700  0.0631
H -23.053 9.337 14.632  0.0669
H -21.679 8.637 15.502  0.0482
H -23.239 7.146 13.311  0.1000
H -21.785 6.595 14.282  0.0767
H -21.884 8.758 12.353  0.0477
C -23.558 8.253 9.485  -0.0698
C -23.174 9.676 9.814  -0.2795
O -22.894 9.793 11.243  -0.1128
H -23.705 8.174 8.410  0.0809
H -24.456 8.005 10.045  0.0660
H -22.717 7.618 9.764  0.0775
H -23.947 10.416 9.561  0.1117
H -22.284 9.999 9.253  0.1102
H -22.821 10.748 11.384  0.1016

Cartesian forces (eV/Å) of the 3 atoms listed first:
-0.4 -0.4 0.1
0.4 -0.3 1.9
0.2 0.1 -0.7

Here is a cluster of 12 separate species, C31H85NO23 in total from the OMol25 dataset. Energies are from ωB97M-V/def2-TZVPD.

Values from the calculation:
2S+1: 1
SMILES string: CC1(C)CCCC(C)(C)N1O.OCCO.OCCO.OCCO.OCCO.OCCO.OCCO.OCCO.OCCO.OCCO.OCCO.OCCO
Energy relative to the best compared isomer or geometry (same formula, charge and spin) in kcal per mole: 0.00

Last column: Löwdin charge in e.
Atoms and positions in Å:
C -0.531 0.370 1.680  -0.0404
C -0.062 -0.998 1.110  -0.4997
C 0.829 -1.571 2.202  -0.0429
C -1.287 -1.870 0.857  -0.1276
C -1.032 -2.895 -0.248  -0.1653
C -0.699 -2.285 -1.628  -0.0967
C 0.016 -0.908 -1.436  -0.4650
C 0.985 -0.724 -2.593  -0.0459
C -1.038 0.212 -1.626  -0.0297
N 0.655 -0.780 -0.117  -0.1016
O 1.617 0.234 -0.004  -0.0130
H 0.283 0.914 2.159  0.0824
H -0.930 1.041 0.915  0.0527
H -1.389 0.235 2.344  0.0853
H 0.366 -1.715 3.184  0.0773
H 1.306 -2.520 1.934  0.0837
H 1.680 -0.956 2.518  0.0740
H -1.551 -2.460 1.737  0.1195
H -2.142 -1.217 0.664  0.0960
H -0.176 -3.479 0.096  0.1078
H -1.898 -3.550 -0.347  0.1071
H -1.643 -2.202 -2.161  0.1199
H 0.018 -2.952 -2.103  0.1086
H 0.731 -1.212 -3.538  0.0811
H 1.941 -1.257 -2.455  0.0927
H 1.319 0.294 -2.809  0.0633
H -2.000 0.068 -1.143  0.0689
H -1.143 0.449 -2.688  0.0873
H -0.550 1.126 -1.267  0.0630
H 1.138 1.089 -0.066  0.0527
O 0.758 3.010 0.272  -0.1189
C 1.133 4.202 -0.439  -0.1925
C 0.875 3.939 -1.907  -0.2211
O 2.051 3.387 -2.499  -0.0647
H 0.479 3.248 1.169  0.0443
H 0.556 5.055 -0.055  0.1188
H 2.162 4.448 -0.163  0.1089
H 0.752 4.934 -2.343  0.1171
H -0.051 3.388 -2.061  0.1113
H 2.119 2.455 -2.258  0.0624
O 3.995 2.924 1.998  -0.0488
C 4.736 3.175 0.828  -0.2715
C 4.549 2.100 -0.219  -0.2489
O 5.123 0.890 0.275  -0.0515
H 4.021 1.968 2.145  0.0839
H 4.318 4.106 0.419  0.1060
H 5.784 3.507 0.858  0.1203
H 4.809 2.389 -1.239  0.1254
H 3.448 2.025 -0.233  0.0902
H 5.258 0.352 -0.514  0.0882
O -4.245 2.984 1.262  -0.0604
C -3.368 2.320 0.338  -0.2348
C -3.968 2.500 -1.047  -0.2353
O -3.864 3.833 -1.492  -0.0586
H -3.694 3.220 2.013  0.0351
H -2.346 2.698 0.382  0.1030
H -3.444 1.271 0.645  0.1029
H -4.993 2.122 -1.035  0.1254
H -3.361 1.929 -1.751  0.1032
H -4.276 4.456 -0.886  0.0900
O 0.279 -3.932 -7.814  -0.0632
C 0.946 -4.769 -6.868  -0.2524
C 0.790 -4.273 -5.452  -0.2773
O -0.574 -4.204 -5.116  -0.0544
H 0.837 -3.906 -8.592  0.0786
H 0.542 -5.786 -6.894  0.1211
H 2.017 -4.703 -7.103  0.1218
H 1.373 -3.352 -5.304  0.1134
H 1.280 -5.017 -4.817  0.1214
H -0.976 -3.481 -5.610  0.0896
O -0.158 -5.483 3.757  -0.0696
C -0.076 -6.357 2.644  -0.2439
C -1.281 -6.139 1.712  -0.2291
O -2.369 -6.989 2.075  -0.0738
H 0.738 -5.210 3.982  0.0492
H 0.803 -6.106 2.034  0.1111
H 0.119 -7.403 2.889  0.1202
H -1.031 -6.335 0.674  0.1161
H -1.608 -5.104 1.826  0.1009
H -2.645 -6.798 2.975  0.0836
O -2.926 3.418 4.029  -0.0414
C -1.603 2.925 3.860  -0.2338
C -0.587 3.915 3.325  -0.1882
O -0.842 4.182 1.937  -0.0864
H -3.177 3.191 4.928  0.1008
H -1.152 2.505 4.768  0.1216
H -1.609 2.076 3.170  0.0875
H 0.446 3.706 3.589  0.1230
H -0.754 4.890 3.810  0.1281
H -1.774 4.364 1.795  0.0915
O 3.428 -3.374 6.132  -0.0509
C 3.377 -3.449 4.720  -0.2594
C 4.020 -4.731 4.228  -0.2273
O 3.178 -5.848 4.514  -0.0661
H 3.317 -2.478 6.455  0.0644
H 2.323 -3.532 4.415  0.1003
H 3.647 -2.549 4.159  0.1200
H 5.022 -4.889 4.626  0.1220
H 4.045 -4.647 3.143  0.1203
H 3.209 -5.980 5.469  0.0925
O -2.990 5.591 -4.149  -0.0355
C -2.706 4.310 -4.581  -0.2696
C -1.195 4.057 -4.653  -0.2368
O -0.762 4.167 -5.994  -0.0696
H -3.836 5.763 -3.740  0.0838
H -3.133 3.493 -3.974  0.0973
H -3.137 3.986 -5.540  0.1205
H -1.026 2.997 -4.407  0.1084
H -0.664 4.675 -3.930  0.0961
H 0.135 3.808 -6.067  0.0347
O 2.260 1.314 -7.923  -0.0701
C 3.037 1.557 -6.750  -0.2387
C 2.322 2.331 -5.674  -0.2331
O 2.045 3.719 -5.940  -0.0711
H 1.988 2.151 -8.312  0.0839
H 3.338 0.587 -6.357  0.1208
H 3.898 2.124 -7.131  0.1243
H 3.031 2.287 -4.839  0.1122
H 1.365 1.883 -5.397  0.1212
H 2.671 4.208 -5.401  0.0951
O 0.215 -0.287 6.865  -0.0792
C 1.249 -0.080 5.850  -0.1871
C 1.862 1.293 6.050  -0.2512
O 2.332 1.416 7.375  -0.0495
H 0.701 -0.479 7.670  0.0727
H 1.901 -0.873 6.234  0.0995
H 0.887 -0.319 4.856  0.0962
H 1.173 2.100 5.774  0.1056
H 2.702 1.407 5.350  0.1205
H 3.071 2.027 7.382  0.0906
O -6.791 -2.814 0.775  -0.0926
C -5.456 -2.241 0.685  -0.1878
C -5.418 -1.200 1.830  -0.2623
O -5.693 -1.748 3.096  -0.0554
H -6.920 -2.996 1.709  0.0564
H -4.903 -3.113 1.052  0.1175
H -5.187 -1.801 -0.267  0.1171
H -6.061 -0.348 1.591  0.1237
H -4.393 -0.817 1.889  0.0979
H -6.634 -1.796 3.287  0.0876

Cartesian forces (eV/Å) of the 3 atoms listed first:
-0.7 0.2 -0.3
-0.5 1.6 1.2
1.3 -0.8 0.8

Taking the records one at a time from the top gives LUMO level values of 2.04; 0.36; 0.12 eV.
Taking the records one at a time from the top gives max |F| values of 0.0182; 0.0385; 0.0735 hartree/bohr.